Molecular formula: C35H53N4OP2SZn
Method: DFT, ωB97M-V/def2-TZVPD

Each line ends with the Löwdin charge.
Geometry (Å):
C 2.6049 -0.9606 -0.6269  -0.37
C 2.0689 1.3317 -0.6001  -0.34
C 3.8621 -0.7167 -1.1746  -0.08
C 3.4110 1.6202 -0.9863  -0.04
C 4.2981 0.6030 -1.2778  -0.08
H 4.4647 -1.5637 -1.4892  0.11
H 3.6810 2.6666 -1.1109  0.11
H 5.3147 0.8136 -1.6006  0.11
N 1.8104 0.0328 -0.1985  0.00
P 0.8465 -2.6085 0.7539  1.08
P -0.6056 2.7317 -0.7852  1.04
C 2.0715 -2.4011 -0.5969  -0.24
H 1.5879 -2.6386 -1.5603  0.09
H 2.9086 -3.1042 -0.5025  0.08
C -2.7464 -0.7257 0.6017  0.01
O -3.6079 -0.2342 0.0251  0.13
C 1.1168 2.3917 -0.7295  -0.30
H 1.6354 3.3636 -0.7802  0.05
C -0.7921 3.5203 -2.5401  -0.66
C -1.1221 4.0434 0.5684  -0.68
C -0.3827 -3.9137 0.1756  -0.68
C 1.9749 -3.1023 2.1886  -0.66
C -2.1196 2.9528 -3.0824  -0.10
H -2.9782 3.2369 -2.4562  0.07
H -2.2889 3.3480 -4.0947  0.09
H -2.0750 1.8581 -3.1493  0.05
C -0.8059 5.0563 -2.5745  -0.10
H -1.5825 5.5161 -1.9556  0.05
H 0.1730 5.4725 -2.2992  0.08
H -1.0060 5.3604 -3.6151  0.09
C 0.3505 3.0775 -3.4594  -0.10
H 0.1776 3.5011 -4.4591  0.09
H 1.3217 3.4418 -3.1049  0.08
H 0.3936 1.9926 -3.5608  0.03
C -2.5652 4.5092 0.2851  -0.10
H -3.2582 3.6553 0.2828  0.07
H -2.8840 5.1930 1.0866  0.09
H -2.6896 5.0407 -0.6641  0.05
C -1.1249 3.3716 1.9465  -0.16
H -1.7973 2.5068 1.9804  0.05
H -0.1281 3.0276 2.2446  0.03
H -1.4756 4.0957 2.6989  0.09
C -0.1152 5.1940 0.5945  -0.11
H -0.0850 5.7666 -0.3370  0.05
H -0.3993 5.8880 1.4001  0.08
H 0.8960 4.8253 0.8067  0.07
C 1.0833 -3.4457 3.3925  -0.09
H 1.7321 -3.6003 4.2683  0.10
H 0.3990 -2.6192 3.6352  0.06
H 0.5028 -4.3665 3.2437  0.07
C 2.8640 -1.9052 2.5688  -0.09
H 3.4816 -1.5569 1.7326  0.08
H 2.2709 -1.0644 2.9463  0.01
H 3.5405 -2.2310 3.3735  0.10
C 2.9071 -4.2735 1.8367  -0.08
H 3.4464 -4.5544 2.7536  0.10
H 2.3791 -5.1626 1.4811  0.06
H 3.6619 -3.9917 1.0923  0.08
C -0.8308 -3.5760 -1.2628  -0.09
H -0.0377 -3.7638 -2.0005  0.08
H -1.6885 -4.2157 -1.5292  0.10
H -1.1545 -2.5282 -1.3596  0.05
C -1.6077 -3.8369 1.1069  -0.10
H -2.1544 -2.8880 0.9771  0.01
H -2.2906 -4.6617 0.8525  0.10
H -1.3307 -3.9368 2.1648  0.07
C 0.2282 -5.3178 0.2261  -0.09
H 1.1685 -5.3904 -0.3359  0.09
H 0.3890 -5.6627 1.2562  0.08
H -0.4800 -6.0223 -0.2364  0.10
Zn -0.0875 -0.4750 0.7513  0.29
N -0.6761 0.0486 -1.0714  0.06
C -0.4035 0.1724 -2.2253  -0.11
C -0.4203 -0.3506 -3.5671  -0.22
C -1.6029 -0.9817 -3.9948  -0.03
C 0.6941 -0.2967 -4.4359  -0.02
C -1.7111 -1.4860 -5.2909  -0.06
H -2.4361 -1.0458 -3.2888  0.12
C 0.5614 -0.7735 -5.7459  -0.05
H 1.6357 0.1325 -4.0701  0.13
C -0.6406 -1.3476 -6.1795  -0.06
H -2.6438 -1.9652 -5.5935  0.11
H 1.4066 -0.6872 -6.4329  0.12
H -0.7437 -1.6894 -7.2090  0.11
C -0.2596 1.1598 5.8467  -0.02
N -1.2676 0.3776 5.1475  -0.12
C -2.4456 -0.0971 5.6975  -0.02
C -3.1117 -0.7459 4.7086  -0.05
N -2.3169 -0.6758 3.5827  0.08
C -1.1809 0.0213 3.8436  -0.67
S 0.1572 0.4047 2.8662  0.77
H 0.7139 0.6607 5.8007  0.10
H -0.1656 2.1603 5.4087  0.10
H -0.5788 1.2502 6.8891  0.10
H -2.6866 0.0683 6.7335  0.13
H -4.0588 -1.2508 4.7136  0.12
H -2.5452 -1.0537 2.6643  0.07

Kohn-Sham gap in eV: 5.5
ΔE to the lowest compared entry with this formula, charge and spin in kJ/mol: 0.00
DFT total energy in hartree: -4519.7017
Charge: +1

---

Molecular formula: C35H54BaN6O10P2
Method: DFT, ωB97M-V/def2-TZVPD

Each line ends with the Löwdin charge.
Geometry (Å):
Ba -0.7992 1.6474 -0.5849  1.89
C 3.1462 2.1951 3.0989  -0.02
N 3.3684 1.8367 1.7113  -0.13
C 4.3982 0.8551 1.4159  -0.04
C 2.5537 2.3374 0.7517  -0.43
O 1.6044 3.0711 0.9850  0.03
C 2.8774 1.9146 -0.6762  -0.14
O 1.8734 2.4638 -1.4832  -0.23
C 2.0583 2.2820 -2.8676  -0.11
C 0.9197 3.0569 -3.5291  -0.45
O -0.1003 3.2499 -2.8802  -0.05
N 1.0929 3.5213 -4.7795  -0.14
C 2.1116 3.0310 -5.6871  -0.05
C -0.0307 4.1798 -5.4259  -0.03
H 4.0564 2.6181 3.5288  0.10
H 2.8576 1.3177 3.6841  0.07
H 2.3496 2.9319 3.1446  0.09
H 4.9849 0.6952 2.3180  0.09
H 5.0789 1.2027 0.6372  0.09
H 3.9694 -0.1029 1.1079  0.09
H 2.8714 0.8189 -0.7418  0.10
H 3.8712 2.2645 -0.9874  0.14
H 1.9636 1.2220 -3.1448  0.14
H 3.0525 2.6282 -3.1637  0.13
H 2.8780 2.4685 -5.1638  0.08
H 2.5845 3.8705 -6.2003  0.09
H 1.6542 2.3664 -6.4229  0.08
H -0.6709 4.6262 -4.6721  0.09
H -0.6092 3.4561 -6.0045  0.09
H 0.3534 4.9527 -6.0922  0.09
C -1.5478 3.5469 4.1227  -0.08
C -2.7998 4.1469 4.1453  -0.08
C -3.5605 4.1694 2.9976  -0.02
C -3.0813 3.5871 1.8125  -0.22
N -1.8652 3.0163 1.8103  0.02
C -1.1356 3.0033 2.9222  -0.17
C -3.8676 3.5730 0.5418  -0.25
C -5.1745 4.0797 0.5499  -0.07
C -5.9324 4.1002 -0.6063  -0.12
C -5.3845 3.6057 -1.7827  -0.12
C -4.0953 3.0902 -1.7686  -0.18
C -3.2823 3.0438 -0.6256  -0.23
H -0.9128 3.5118 4.9978  0.09
H -3.1782 4.6003 5.0537  0.10
H -4.5268 4.6485 3.0209  0.09
H -0.1621 2.5307 2.8334  0.08
H -5.6323 4.4618 1.4546  0.08
H -6.9416 4.4937 -0.5876  0.09
H -5.9662 3.6143 -2.6984  0.09
H -3.7091 2.6993 -2.7095  0.07
C -2.5470 -2.3603 4.5944  -0.04
C -2.9052 -2.5364 3.1345  -0.40
C -2.6253 -3.9336 2.6228  -0.05
O -2.2523 -1.5140 2.3364  -0.15
P -0.7971 -1.3643 1.7784  0.45
O -0.4752 0.0466 1.4773  -0.44
C -0.6916 -2.3768 0.2964  -0.20
P 0.9017 -2.2631 -0.5344  0.46
O 1.4321 -0.9054 -0.7195  -0.26
O 1.9273 -3.1287 0.3228  -0.18
C 1.8498 -4.5763 0.4111  -0.44
C 3.1160 -5.1390 -0.2007  -0.03
C 1.6803 -4.9564 1.8669  -0.04
O 0.5998 -3.1005 -1.8381  -0.18
C 1.4740 -3.0186 -3.0089  -0.43
C 0.9824 -1.9078 -3.9046  -0.05
C 1.4288 -4.3804 -3.6658  -0.04
O 0.1968 -2.0171 2.8272  -0.19
C 1.2296 -1.1846 3.4474  -0.43
C 0.6413 -0.4536 4.6350  -0.03
C 2.3688 -2.1107 3.8029  -0.03
H -3.1878 -3.0013 5.2006  0.09
H -2.6972 -1.3271 4.9040  0.09
H -1.5084 -2.6391 4.7717  0.07
H -3.9608 -2.3057 2.9881  0.15
H -1.5709 -4.1910 2.7478  0.07
H -2.9089 -4.0397 1.5763  0.09
H -3.2130 -4.6445 3.2039  0.09
H -1.4364 -1.9863 -0.4084  0.09
H -0.9202 -3.4242 0.4958  0.07
H 0.9846 -4.9115 -0.1659  0.13
H 3.9852 -4.7822 0.3535  0.09
H 3.2199 -4.8307 -1.2405  0.07
H 3.0999 -6.2287 -0.1608  0.09
H 2.5719 -4.6907 2.4364  0.08
H 1.5278 -6.0331 1.9480  0.09
H 0.8286 -4.4428 2.3125  0.06
H 2.4864 -2.8016 -2.6536  0.14
H -0.0253 -2.1310 -4.2575  0.09
H 1.6375 -1.8017 -4.7701  0.09
H 0.9436 -0.9621 -3.3690  0.05
H 0.4073 -4.6046 -3.9747  0.09
H 1.7679 -5.1653 -2.9895  0.07
H 2.0661 -4.3836 -4.5504  0.09
H 1.5517 -0.4651 2.6918  0.12
H 0.2980 -1.1615 5.3905  0.08
H -0.1937 0.1786 4.3303  0.08
H 1.4024 0.1846 5.0876  0.08
H 2.0328 -2.8846 4.4948  0.09
H 3.1644 -1.5407 4.2851  0.09
H 2.7693 -2.5842 2.9071  0.06
O -1.5073 -0.2158 -2.3039  -0.41
N -2.5737 -0.3488 -2.9991  -0.04
C -2.4781 -0.0176 -4.2618  -0.32
C -3.6216 -0.1549 -5.1059  -0.20
N -4.5225 -0.2525 -5.8138  0.14
C -1.2523 0.4569 -4.8339  -0.16
N -0.2658 0.8136 -5.3081  0.21

Kohn-Sham gap in eV: 6.3
ΔE to the lowest compared entry with this formula, charge and spin in kJ/mol: 24.43
DFT total energy in hartree: -3155.4449

---

Molecular formula: C35H54FN3O34S9
Method: DFT, ωB97M-V/def2-TZVPD

Each line ends with the Löwdin charge.
Geometry (Å):
C 4.5139 -6.8089 -2.5944  -0.10
C 3.4911 -5.9008 -3.3121  -0.20
C 2.0684 -6.4728 -3.3916  -0.17
O 1.0869 -5.7681 -2.6113  -0.06
C 1.4591 -5.4721 -1.3319  -0.18
C 1.4236 -4.1835 -0.8683  -0.08
C 0.9921 -2.9921 -1.7084  -0.12
C -0.1519 -3.2421 -2.7122  -0.18
C -1.3506 -4.0020 -2.1407  -0.15
C -1.8075 -3.5426 -0.7536  -0.10
N -2.4504 -4.6613 -0.0601  -0.09
C -2.2904 -4.9667 1.2723  -0.11
C -3.0090 -6.0987 1.5586  -0.11
C -3.6675 -6.5175 0.3558  -0.08
C -3.2866 -5.5878 -0.5814  -0.16
C 1.8558 -3.9284 0.5031  -0.13
C 1.8318 -2.5068 1.0585  -0.04
C 1.6497 -2.4838 2.5489  -0.45
O 0.6074 -2.3583 3.1073  0.15
F 2.7636 -2.6494 3.3059  0.10
C 2.2971 -4.9257 1.3191  0.03
C 2.3411 -6.2725 0.8583  -0.36
N 2.7689 -7.3170 1.5589  -0.20
S 2.6094 -8.5675 0.5320  1.02
N 2.0102 -7.8347 -0.7474  -0.23
C 1.9139 -6.5259 -0.4780  -0.26
H 4.1541 -7.8348 -2.5101  0.06
H 4.7086 -6.4701 -1.5719  0.07
H 5.4696 -6.8012 -3.1188  0.07
H 3.8516 -5.8310 -4.3425  0.10
H 3.5209 -4.8805 -2.9252  0.11
H 2.0423 -7.5445 -3.1898  0.10
H 1.7324 -6.3714 -4.4259  0.12
H 1.8693 -2.6832 -2.2932  0.13
H 0.7139 -2.1252 -1.1156  0.09
H 0.2539 -3.8526 -3.5189  0.11
H -0.4226 -2.3001 -3.1893  0.10
H -1.1917 -5.0778 -2.1917  0.11
H -2.1885 -3.8105 -2.8208  0.09
H -2.5257 -2.7231 -0.8184  0.11
H -0.9875 -3.2477 -0.0968  0.11
H -1.6836 -4.3796 1.9458  0.11
H -3.0367 -6.5485 2.5404  0.08
H -4.3007 -7.3774 0.2215  0.09
H -3.6477 -5.6584 -1.5918  0.10
H 0.9872 -1.9384 0.6827  0.11
H 2.7653 -1.9951 0.8036  0.15
H 2.6483 -4.7542 2.3289  0.12
C 2.4197 -0.4301 6.0426  -0.15
C 1.5031 0.1006 4.9654  -0.17
O 0.6186 0.9892 5.6503  -0.24
S 1.3886 1.6848 6.8546  0.61
O 1.8442 2.9682 6.4375  -0.24
O 0.6265 1.5161 8.0372  -0.20
O 2.6537 0.6996 6.8991  -0.18
H 1.9352 -1.2135 6.6284  0.14
H 3.3593 -0.8045 5.6454  0.13
H 0.9340 -0.6792 4.4690  0.09
H 2.0609 0.6772 4.2204  0.14
C 3.5190 6.2397 4.3949  -0.15
C 3.6534 4.7506 4.1713  -0.16
O 3.9124 4.6254 2.7619  -0.18
S 4.7501 5.8902 2.2592  0.60
O 6.1279 5.5523 2.2126  -0.22
O 4.0829 6.4439 1.1359  -0.23
O 4.5058 6.8257 3.5310  -0.18
H 2.5366 6.6029 4.0873  0.14
H 3.7021 6.5240 5.4271  0.14
H 2.7558 4.2053 4.4473  0.11
H 4.5081 4.3394 4.7119  0.14
C -3.2956 -2.8698 6.9122  -0.16
C -3.9033 -1.9712 5.8562  -0.17
O -3.4840 -0.6517 6.2240  -0.18
S -2.0300 -0.7203 6.9041  0.63
O -1.0491 -0.4218 5.9228  -0.21
O -2.0858 -0.0426 8.1444  -0.20
O -2.0058 -2.3055 7.1696  -0.18
H -3.8732 -2.8439 7.8386  0.13
H -3.1961 -3.8987 6.5764  0.14
H -4.9878 -2.0300 5.8299  0.13
H -3.5024 -2.1941 4.8646  0.13
C -7.8105 -2.1158 -1.3520  -0.16
C -7.0902 -1.6399 -0.1087  -0.16
O -5.8298 -2.3216 -0.1453  -0.18
S -5.3725 -2.5252 -1.6644  0.60
O -4.4635 -1.4938 -2.0159  -0.21
O -5.0598 -3.8965 -1.8532  -0.22
O -6.7855 -2.2051 -2.3509  -0.19
H -8.2383 -3.1100 -1.2097  0.14
H -8.5896 -1.4290 -1.6716  0.14
H -7.6256 -1.8817 0.8049  0.14
H -6.8985 -0.5653 -0.1445  0.13
C -3.7413 -4.8366 -5.9782  -0.16
C -4.3321 -3.8740 -6.9872  -0.16
O -3.7269 -2.6130 -6.6727  -0.18
S -2.2403 -2.8541 -6.1264  0.60
O -1.3218 -2.6700 -7.1906  -0.21
O -2.1113 -2.1772 -4.8881  -0.22
O -2.3746 -4.4253 -5.8448  -0.19
H -4.2251 -4.7414 -5.0032  0.13
H -3.7928 -5.8707 -6.3079  0.14
H -5.4138 -3.8034 -6.9159  0.14
H -4.0516 -4.1424 -8.0080  0.13
C 5.5668 9.6397 -0.8926  -0.16
C 5.7367 8.1562 -1.1354  -0.16
O 6.0042 8.0580 -2.5483  -0.19
S 6.8160 9.3451 -3.0312  0.59
O 8.2004 9.0325 -3.0777  -0.23
O 6.1422 9.9027 -4.1507  -0.23
O 6.5498 10.2585 -1.7496  -0.19
H 4.5859 9.9871 -1.1982  0.11
H 5.7405 9.9163 0.1428  0.14
H 4.8560 7.5851 -0.8730  0.09
H 6.5997 7.7577 -0.5972  0.14
C 0.8057 9.5090 -2.1127  -0.15
C 0.9437 8.0275 -2.3731  -0.15
O 1.9498 7.5896 -1.4463  -0.18
S 1.8574 8.4623 -0.1096  0.60
O 1.1114 7.7480 0.8621  -0.21
O 3.1494 8.9855 0.1623  -0.23
O 0.9346 9.6372 -0.6873  -0.18
H 1.6141 10.0741 -2.5818  0.13
H -0.1503 9.9029 -2.4464  0.14
H 1.2461 7.8108 -3.3936  0.14
H 0.0200 7.4943 -2.1488  0.11
C -2.7749 4.6746 -1.2583  -0.16
C -3.1968 4.3258 -2.6702  -0.16
O -3.8573 5.5076 -3.1475  -0.18
S -3.1792 6.7998 -2.4918  0.60
O -2.2339 7.3273 -3.4132  -0.23
O -4.1942 7.5932 -1.9045  -0.21
O -2.3706 6.0484 -1.3321  -0.19
H -3.6111 4.6010 -0.5605  0.13
H -1.9531 4.0585 -0.9038  0.14
H -3.8690 3.4736 -2.7101  0.14
H -2.3322 4.1366 -3.3098  0.14

Kohn-Sham gap in eV: 7.3
DFT total energy in hartree: -7771.8383

---

Molecular formula: C35H55BBr2ClN2O8P
Method: DFT, ωB97M-V/def2-TZVPD

Each line ends with the Löwdin charge.
Geometry (Å):
C -0.1311 4.2546 -0.0817  0.01
B 0.6710 3.0920 -0.7658  -0.45
O 2.0362 3.2392 -0.8826  0.13
C 0.0417 1.7480 -1.3373  0.03
C 0.3463 1.2469 -2.5376  -0.11
C 1.3190 1.8807 -3.5156  0.00
C -0.3197 -0.0312 -3.0007  -0.23
O -0.6055 -0.1706 -4.1720  0.14
C -0.6113 -1.0265 -1.8984  -0.01
C -0.9385 -0.5013 -0.6509  -0.03
C -1.1636 -1.3512 0.4088  -0.14
C -1.5160 -0.6848 1.7322  -0.12
C -3.0583 -0.3371 1.8381  -0.26
C -3.8721 -0.7124 0.6140  -0.56
Cl -5.6275 -0.3783 0.9829  0.52
C -1.0664 -2.7319 0.2335  -0.13
P -1.3033 -3.7049 1.7499  0.58
N -2.7107 -3.3957 2.3539  -0.12
O -0.0745 -3.3056 2.7282  -0.13
O -1.1776 -5.2881 1.5705  -0.16
C -0.7901 -3.2607 -1.0233  -0.22
C -0.7390 -4.7756 -1.1449  -0.59
Br -1.6537 -5.4799 -2.7515  0.83
C 0.6527 -5.4400 -0.8530  -0.73
C 0.9585 -6.6721 -1.7080  -0.19
Br 2.1578 -4.1976 -0.8346  0.75
C -0.5524 -2.3824 -2.0728  -0.07
C -0.1706 -2.8307 -3.4880  -0.33
C -1.1854 -2.8591 -4.4203  -0.11
C -0.8568 -3.2144 -5.7071  -0.05
C 0.4735 -3.4895 -5.9204  -0.08
C 1.4155 -3.4533 -4.9323  -0.13
N 1.0968 -3.1095 -3.6828  0.12
C -0.9927 1.0068 -0.5257  -0.25
O -1.8115 1.6150 0.1359  0.12
H -1.2101 4.1245 -0.1408  0.06
H 0.1398 4.2746 0.9829  0.07
H 0.1896 5.2226 -0.4807  0.07
H 2.3786 2.3360 -0.8986  0.11
H 2.3468 1.7819 -3.1707  0.09
H 1.0828 2.9326 -3.6715  0.10
H 1.2208 1.3610 -4.4696  0.08
H -1.2929 -1.2952 2.5959  0.07
H -0.9933 0.2615 1.8468  0.11
H -3.1809 0.7169 2.0811  0.10
H -3.4740 -0.8916 2.6815  0.08
H -3.6467 -0.0612 -0.2257  0.06
H -3.8217 -1.7665 0.3585  0.06
H -2.6120 -2.9680 3.2693  0.01
H -0.4783 -3.0948 3.5795  0.08
H -1.9208 -5.7098 2.0244  0.10
H -1.4033 -5.1701 -0.3895  0.04
H 0.5863 -5.8186 0.1658  0.07
H 1.8273 -7.1451 -1.2433  0.07
H 1.1306 -6.4264 -2.7524  0.06
H 0.1461 -7.3895 -1.5783  0.07
H -2.2054 -2.6116 -4.1646  0.13
H -1.5952 -3.2734 -6.4934  0.11
H 0.7967 -3.7497 -6.9248  0.11
H 2.4462 -3.6739 -5.1869  0.11
C 3.9154 5.8723 -1.7906  -0.07
C 4.6029 5.0841 -2.8916  -0.27
O 3.7414 4.7091 -3.9531  -0.17
C 3.1185 5.7678 -4.6576  -0.29
C 4.0943 6.7257 -5.3186  -0.08
H 3.0774 5.3072 -1.3845  0.06
H 4.6175 6.0870 -0.9830  0.07
H 3.5245 6.8249 -2.1534  0.07
H 4.9868 4.1518 -2.4744  0.12
H 5.4704 5.6302 -3.2790  0.11
H 2.4283 6.3066 -3.9983  0.11
H 2.5056 5.2946 -5.4261  0.12
H 4.7210 7.2387 -4.5881  0.07
H 3.5521 7.4851 -5.8835  0.08
H 4.7544 6.1872 -6.0003  0.08
C -6.4048 -3.6196 3.9013  -0.08
C -5.6129 -4.9112 3.9098  -0.29
O -4.8354 -5.1007 5.0819  -0.17
C -5.5513 -5.1709 6.3011  -0.29
C -6.5588 -6.3062 6.3596  -0.08
H -5.7309 -2.7705 4.0274  0.07
H -6.9330 -3.5111 2.9536  0.08
H -7.1459 -3.5733 4.7017  0.07
H -4.9108 -4.8781 3.0762  0.09
H -6.2600 -5.7799 3.7412  0.11
H -6.0336 -4.2098 6.5128  0.11
H -4.8013 -5.3180 7.0795  0.12
H -7.3423 -6.1955 5.6092  0.06
H -7.0378 -6.3345 7.3393  0.08
H -6.0654 -7.2634 6.1836  0.08
C 6.1238 6.1607 2.4331  -0.08
C 4.9964 6.5053 3.3923  -0.28
O 3.7053 6.3709 2.8294  -0.16
C 3.3533 5.0772 2.3723  -0.28
C 3.3742 4.0167 3.4599  -0.07
H 6.0622 6.7770 1.5346  0.08
H 7.0902 6.3315 2.9091  0.08
H 6.0877 5.1163 2.1191  0.07
H 5.0871 7.5517 3.6857  0.12
H 5.0756 5.9168 4.3132  0.11
H 3.9905 4.7904 1.5284  0.10
H 2.3398 5.1579 1.9781  0.11
H 4.3720 3.8803 3.8794  0.07
H 3.0491 3.0566 3.0559  0.07
H 2.7084 4.2963 4.2779  0.08

Kohn-Sham gap in eV: 7.9
SMILES: CB(O)C1=C(C)C(=O)c2c(c(CCCCl)c(P(=N)(O)O)c([C@@H](Br)[C@@H](C)Br)c2-c2ccccn2)C1=O.CCOCC.CCOCC.CCOCC
DFT total energy in hartree: -8052.5436